1.
Entry from OMol25: a cluster of 2 separate species, C2H5FNO in total in a non-equilibrium geometry (the ωB97M-V functional and the def2-TZVPD basis).

Calculated values
* frontier orbital gap: 7.1 eV
* net charge: -1
* relative energy (zero: lowest compared OMol25 entry of this formula, charge and spin): 344.9 kJ/mol
* maximum force: 2.87 eV/Å
* LUMO energy: 4.2974 eV

Each line ends with the natural charge from an NBO analysis.
Element x y z (Å)
1 C 0.0079 -0.9460 -0.6345  -0.64
2 C 0.3802 0.3125 0.0151  0.19
3 N -0.5412 1.1601 0.4291  -0.13
4 O -0.5009 2.4468 0.7239  -0.69
5 F 0.8482 -0.6730 1.8667  -0.87
6 H -1.0374 -1.2533 -0.7849  0.20
7 H 0.6615 -1.7798 -0.3253  0.24
8 H 0.3351 -0.8188 -1.6891  0.18
9 H 1.3145 0.7862 -0.3459  0.18
10 H -1.4681 0.7654 0.7448  0.33

---

2.
Entry from OMol25: the molecule C18H24N4O7S (the ωB97M-V functional and the def2-TZVPD basis).

Calculated values
* frontier orbital gap: 8.7 eV
* SMILES: COc1cc(NC(=O)Cn2cnc(S(=O)(=O)N3CCOCC3)c2)cc(OC)c1OC
* relative energy (zero: lowest compared OMol25 entry of this formula, charge and spin): 0.0 kJ/mol
* maximum force: 0.97 eV/Å
* LUMO energy: 0.5349 eV

Each line ends with the natural charge from an NBO analysis.
Element x y z (Å)
1 C -4.2624 -0.4499 -3.6517  -0.25
2 H -4.9726 -0.0548 -4.3767  0.20
3 H -4.7831 -0.6694 -2.7152  0.18
4 H -3.8164 -1.3680 -4.0443  0.18
5 O -3.2969 0.5624 -3.4840  -0.50
6 C -2.2684 0.3476 -2.6165  0.30
7 C -2.1234 -0.8333 -1.9022  -0.36
8 C -1.0245 -1.0017 -1.0732  0.17
9 C -0.0822 0.0025 -0.9511  -0.33
10 C -0.2284 1.2069 -1.6381  0.37
11 C -1.3299 1.3929 -2.4862  0.14
12 O -1.4218 2.5610 -3.2074  -0.52
13 C -2.6722 3.2205 -3.2653  -0.24
14 H -3.3155 2.7964 -4.0379  0.19
15 H -2.4434 4.2582 -3.5101  0.19
16 H -3.1900 3.1792 -2.3033  0.17
17 O 0.7788 2.0882 -1.4005  -0.52
18 C 0.6730 3.4536 -1.7484  -0.24
19 H -0.2243 3.9069 -1.3211  0.18
20 H 0.6736 3.5951 -2.8301  0.19
21 H 1.5548 3.9211 -1.3100  0.19
22 H 0.7777 -0.1138 -0.3079  0.22
23 N -0.8170 -2.1637 -0.3148  -0.60
24 C -1.6803 -3.1585 -0.0229  0.67
25 O -2.7743 -3.3292 -0.5075  -0.60
26 C -1.1272 -4.1338 1.0513  -0.30
27 N -0.2793 -3.4590 1.9895  -0.34
28 C -0.6779 -2.6557 3.0085  0.19
29 N 0.3054 -1.9519 3.4973  -0.43
30 C 1.4012 -2.2980 2.7718  -0.22
31 C 1.0574 -3.2252 1.8248  -0.08
32 H 1.6692 -3.7344 1.1098  0.25
33 S 2.9927 -1.5151 2.8533  2.32
34 O 3.4429 -1.3428 4.2002  -0.91
35 O 3.8290 -2.2355 1.9372  -0.95
36 N 2.6060 -0.0422 2.1292  -0.66
37 C 1.8854 0.8339 3.0359  -0.28
38 H 1.0056 0.2992 3.3964  0.24
39 C 1.4899 2.0991 2.2706  -0.08
40 H 1.0125 2.8158 2.9405  0.20
41 O 2.6198 2.7483 1.7379  -0.52
42 C 3.3255 1.8949 0.8636  -0.08
43 H 4.1901 2.4626 0.5160  0.20
44 C 3.7786 0.6253 1.5855  -0.27
45 H 4.2643 -0.0708 0.9021  0.24
46 H 4.4777 0.8886 2.3920  0.19
47 H 2.6874 1.6292 0.0098  0.19
48 H 0.7978 1.8323 1.4585  0.17
49 H 2.5187 1.0964 3.8942  0.20
50 H -1.6887 -2.6162 3.3611  0.21
51 H -1.9844 -4.5798 1.5605  0.25
52 H -0.5668 -4.9268 0.5491  0.24
53 H 0.0771 -2.1599 0.1633  0.41
54 H -2.8412 -1.6290 -1.9836  0.26

---

3.
Entry from OMol25: the molecule C2H2BrN in a non-equilibrium geometry (the ωB97M-V functional and the def2-TZVPD basis).

Calculated values
* frontier orbital gap (alpha / beta): 8.9 / 7.6 eV
* relative energy (zero: lowest compared OMol25 entry of this formula, charge and spin): 471.0 kJ/mol
* maximum force: 9.30 eV/Å
* LUMO energy (alpha / beta): -1.0425 / -1.1373 eV

Each line ends with the natural charge from an NBO analysis.
Element x y z (Å)
1 C -0.4512 0.6141 -0.0859  -0.26
2 C 0.6258 -0.5255 -0.4416  -0.09
3 N 0.3681 -1.6406 -0.3548  -0.15
4 Br -1.5219 0.0227 1.2654  0.11
5 H -0.5055 1.5399 0.0553  0.17
6 H 1.4846 -0.0106 -0.4385  0.22

---

4.
Entry from OMol25: the molecule C3H6S (the ωB97M-V functional and the def2-TZVPD basis).

Calculated values
* frontier orbital gap: 10.2 eV
* SMILES: C=CCS
* relative energy (zero: lowest compared OMol25 entry of this formula, charge and spin): 16.0 kJ/mol
* maximum force: 0.39 eV/Å
* LUMO energy: 1.0080 eV

Each line ends with the natural charge from an NBO analysis.
Element x y z (Å)
1 C -0.9808 0.0707 0.4441  -0.56
2 C 0.3891 -0.5556 0.4592  -0.20
3 C 1.3030 -0.4967 -0.5021  -0.40
4 H -0.4256 2.0067 -0.7959  0.12
5 H -1.1430 0.6257 1.3764  0.22
6 H -1.7419 -0.7125 0.4332  0.23
7 H 0.6380 -1.0793 1.3821  0.20
8 H 1.1013 0.0088 -1.4424  0.20
9 H 2.2721 -0.9853 -0.3765  0.20
10 S -1.4121 1.1175 -0.9780  -0.03

---

5.
Entry from OMol25: a structure of composition C17H35MnN3O3SSi2 in a non-equilibrium geometry (the ωB97M-V functional and the def2-TZVPD basis).

Calculated values
* spin multiplicity: 5
* frontier orbital gap (alpha / beta): 8.2 / 7.8 eV
* net charge: +1
* relative energy (zero: lowest compared OMol25 entry of this formula, charge and spin): 110.4 kJ/mol
* maximum force: 2.18 eV/Å
* LUMO energy (alpha / beta): -2.7306 / -2.4238 eV

Each line ends with the Löwdin charge.
Element x y z (Å)
1 Mn 0.3630 0.8657 -0.8461  0.58
2 C 2.4042 0.1717 2.3009  -0.22
3 Si 2.3715 0.4826 0.4779  0.49
4 C 3.3104 2.0453 0.1288  -0.20
5 C 3.2259 -0.9353 -0.3571  -0.32
6 C 4.5965 -1.1658 -0.1646  -0.09
7 C 5.2347 -2.2184 -0.8033  -0.07
8 C 4.5142 -3.0628 -1.6456  -0.07
9 C 3.1593 -2.8511 -1.8403  -0.09
10 C 2.5019 -1.7906 -1.2026  -0.32
11 Si 0.6957 -1.5014 -1.4490  0.50
12 C 0.2945 -1.5824 -3.2629  -0.21
13 C -0.2043 -2.9590 -0.7031  -0.21
14 H 3.4642 0.1779 2.5854  0.04
15 H 1.9987 -0.8136 2.5588  0.03
16 H 1.8963 0.9389 2.8999  0.03
17 H 4.3384 1.9236 0.4870  0.04
18 H 2.8703 2.9189 0.6198  0.03
19 H 3.3413 2.2429 -0.9470  0.04
20 H 5.1791 -0.5137 0.4845  0.10
21 H 6.2950 -2.3819 -0.6520  0.11
22 H 5.0137 -3.8817 -2.1509  0.11
23 H 2.6123 -3.5197 -2.5023  0.10
24 H 0.5021 -2.5966 -3.6233  0.04
25 H 0.9063 -0.8757 -3.8297  0.03
26 H -0.7578 -1.3547 -3.4708  0.03
27 H 0.3887 -3.8366 -0.9935  0.04
28 H -1.2006 -3.1115 -1.1394  0.02
29 H -0.2774 -2.9688 0.3893  0.01
30 N -2.6536 -0.5401 -0.0450  0.20
31 C -3.7872 -0.2686 0.9246  -0.25
32 C -3.5056 -1.0225 2.2279  -0.09
33 C -2.2612 -0.4849 2.9448  -0.34
34 N -1.0845 -0.8603 2.1347  0.05
35 C -2.3659 1.0287 3.1252  -0.10
36 C -2.6975 1.8293 1.8690  -0.35
37 N -1.5760 1.9161 0.9143  0.05
38 C -3.9044 1.2248 1.1673  -0.10
39 H -2.7348 -1.4588 -0.4701  0.15
40 H -1.7825 -0.5472 0.5215  0.06
41 H -2.5790 0.1609 -0.7843  0.12
42 H -4.7019 -0.6282 0.4620  0.15
43 H -3.3932 -2.0963 2.0358  0.13
44 H -4.3815 -0.9081 2.8692  0.13
45 H -2.2011 -0.9306 3.9393  0.14
46 H -0.8662 -1.8393 2.2865  0.10
47 H -0.2570 -0.3378 2.3999  0.06
48 H -1.4619 1.4188 3.6082  0.13
49 H -3.1869 1.1972 3.8266  0.13
50 H -2.9804 2.8330 2.1884  0.15
51 H -0.8127 2.4182 1.3585  0.09
52 H -1.8568 2.5107 0.1418  0.07
53 H -4.1070 1.7535 0.2283  0.13
54 H -4.7843 1.3625 1.7993  0.14
55 C -0.6187 3.7263 -3.4861  -0.11
56 S -0.1896 2.4789 -2.3647  0.39
57 O 0.9323 1.6880 -2.8773  -0.32
58 O 0.1913 3.0629 -1.0553  -0.35
59 O -1.3475 1.5774 -2.1318  -0.38
60 H 0.2130 4.4300 -3.5190  0.09
61 H -1.5291 4.2075 -3.1336  0.08
62 H -0.7669 3.2515 -4.4549  0.09

---

Which value of relative energy (zero: lowest compared OMol25 entry of this formula, charge and spin) does entry 1 give? 344.9 kJ/mol

---

Repeat the fourth record exactly.
Entry from OMol25: the molecule C3H6S (the ωB97M-V functional and the def2-TZVPD basis).

Calculated values
* frontier orbital gap: 10.2 eV
* SMILES: C=CCS
* relative energy (zero: lowest compared OMol25 entry of this formula, charge and spin): 16.0 kJ/mol
* maximum force: 0.39 eV/Å
* LUMO energy: 1.0080 eV

Each line ends with the natural charge from an NBO analysis.
Element x y z (Å)
1 C -0.9808 0.0707 0.4441  -0.56
2 C 0.3891 -0.5556 0.4592  -0.20
3 C 1.3030 -0.4967 -0.5021  -0.40
4 H -0.4256 2.0067 -0.7959  0.12
5 H -1.1430 0.6257 1.3764  0.22
6 H -1.7419 -0.7125 0.4332  0.23
7 H 0.6380 -1.0793 1.3821  0.20
8 H 1.1013 0.0088 -1.4424  0.20
9 H 2.2721 -0.9853 -0.3765  0.20
10 S -1.4121 1.1175 -0.9780  -0.03

---

The highest relative energy (zero: lowest compared OMol25 entry of this formula, charge and spin) belongs to which entry? C2H2BrN